[1]
ORCA calculation (ωB97M-V/def2-TZVPD) on a structure of composition C33H36BrClF9O29P at a distorted geometry.

Its multiplicity is 1. The maximum force comes out at 3.22 eV Å⁻¹. The frontier orbital gap is 8.3 eV. The LUMO energy comes out at 0.002 Ha.

Geometry (Å):
C -5.126 -3.221 4.673
C -3.811 -3.426 3.904
C -3.669 -2.605 2.578
C -4.737 -1.613 2.186
C -4.653 -0.270 2.970
C -3.997 -0.315 4.342
O -3.409 0.301 3.107
O -3.941 -3.700 1.589
C -2.909 -4.405 1.140
O -2.979 -5.379 0.468
C -1.642 -3.718 1.598
Br -0.620 -3.304 0.002
P -0.426 -4.727 2.628
O 0.964 -3.891 2.520
O -0.960 -4.707 4.191
C -2.188 -2.306 2.202
F -1.307 -2.069 3.242
Cl -1.943 -1.100 0.941
H -5.317 -4.145 5.229
H -6.003 -3.062 4.047
H -5.011 -2.457 5.444
H -2.980 -3.166 4.564
H -3.677 -4.480 3.673
H -5.758 -1.964 2.310
H -4.571 -1.265 1.162
H -5.515 0.396 2.875
H -3.153 -0.958 4.548
H -4.208 0.541 4.973
H 0.865 -2.941 2.708
H -0.209 -4.464 4.754
C -0.608 3.762 -1.025
C 0.393 3.446 0.058
O -0.384 2.741 1.005
C -1.382 2.121 0.310
O -2.047 1.239 0.739
O -1.493 2.640 -0.942
F 0.876 4.575 0.637
H -1.160 4.680 -0.816
H -0.157 3.835 -2.012
H 1.227 2.821 -0.266
C 4.983 4.913 -1.159
C 4.555 3.540 -1.584
O 3.296 3.780 -2.194
C 3.356 5.046 -2.693
O 2.594 5.484 -3.494
O 4.397 5.740 -2.172
F 4.379 2.726 -0.512
H 4.582 5.193 -0.184
H 6.064 5.024 -1.144
H 5.221 3.061 -2.302
C -2.084 -8.738 -1.875
C -1.281 -8.039 -0.807
O 0.055 -8.375 -1.161
C 0.069 -8.556 -2.509
O 1.051 -8.585 -3.175
O -1.191 -8.691 -2.994
F -1.549 -8.537 0.423
H -2.292 -9.777 -1.617
H -3.020 -8.232 -2.098
H -1.393 -6.954 -0.793
C 6.031 6.521 -5.720
C 7.519 6.764 -5.800
O 7.997 6.098 -4.644
C 7.132 5.086 -4.387
O 7.366 4.175 -3.659
O 5.970 5.240 -5.073
F 7.818 8.079 -5.710
H 5.522 7.262 -5.103
H 5.556 6.487 -6.696
H 8.000 6.345 -6.685
C 2.325 -4.571 -4.410
C 2.951 -4.131 -3.108
O 1.828 -3.701 -2.360
C 0.757 -4.429 -2.804
O -0.272 -4.522 -2.223
O 1.042 -5.033 -3.980
F 3.794 -3.080 -3.281
H 2.199 -3.739 -5.104
H 2.882 -5.364 -4.901
H 3.469 -4.921 -2.563
C 1.030 7.905 -4.427
C 0.013 8.812 -3.779
O 0.643 10.077 -3.847
C 1.458 10.055 -4.945
O 1.930 11.016 -5.449
O 1.645 8.784 -5.378
F -0.190 8.487 -2.476
H 1.778 7.553 -3.722
H 0.580 7.048 -4.921
H -0.950 8.857 -4.290
C -8.637 -0.143 6.678
C -7.683 0.800 5.983
O -6.437 0.445 6.552
C -6.520 -0.873 6.900
O -5.592 -1.562 7.155
O -7.810 -1.289 6.902
F -7.953 2.094 6.277
H -8.978 0.254 7.635
H -9.501 -0.398 6.070
H -7.635 0.679 4.899
C 4.696 -1.346 0.574
C 4.451 -2.835 0.659
O 4.554 -3.083 2.048
C 4.176 -1.936 2.683
O 3.886 -1.864 3.828
O 4.162 -0.887 1.818
F 5.413 -3.539 0.009
H 5.760 -1.109 0.522
H 4.186 -0.880 -0.266
H 3.469 -3.155 0.305

---

[2]
ORCA calculation (ωB97M-V/def2-TZVPD) on a cluster of 11 separate species, C33H36F10O33 in total at a distorted geometry.

Its multiplicity is 1. The energy relative to the best compared isomer or geometry (same formula, charge and spin) is 34.07 kcal/mol. The maximum force comes out at 2.48 eV Å⁻¹. As for the structure (SMILES): O=C1OC[C@@H](F)O1.O=C1OC[C@@H](F)O1.O=C1OC[C@@H](F)O1.O=C1OC[C@@H](F)O1.O=C1OC[C@@H](F)O1.O=C1OC[C@@H](F)O1.O=C1OC[C@@H](F)O1.O=C1OC[C@@H](F)O1.O=C1OC[C@@H](F)O1.O=C1OC[C@@H](F)O1.COC(=O)OC. The frontier orbital gap is 10.7 eV. The LUMO energy comes out at -0.005 Ha.

Geometry (Å):
C -3.659 0.069 -2.297
C -4.605 0.812 -3.282
O -4.219 0.378 -4.544
C -3.070 -0.322 -4.431
O -2.480 -0.822 -5.331
O -2.603 -0.272 -3.168
F -4.275 2.156 -3.144
H -4.245 -0.776 -1.915
H -3.429 0.652 -1.413
H -5.657 0.710 -3.034
C -1.708 3.417 2.560
C -0.883 4.042 1.452
O -1.926 4.493 0.569
C -3.109 3.893 0.866
O -4.079 3.870 0.178
O -2.980 3.179 1.980
F -0.124 3.114 0.804
H -1.918 4.254 3.241
H -1.282 2.593 3.122
H -0.191 4.795 1.835
C 1.762 -1.216 2.789
C 3.175 -0.653 2.943
O 2.908 0.742 3.134
C 1.676 0.938 3.606
O 1.255 1.995 3.959
O 0.995 -0.209 3.405
F 3.868 -0.934 1.814
H 1.646 -2.215 3.218
H 1.353 -1.378 1.790
H 3.712 -0.977 3.834
C 0.258 -5.259 3.903
C -0.931 -6.106 3.559
O -1.694 -5.170 2.796
C -1.295 -3.898 2.964
O -1.839 -2.904 2.598
O -0.179 -3.941 3.727
F -1.709 -6.487 4.595
H 1.069 -5.445 3.196
H 0.581 -5.468 4.923
H -0.695 -6.969 2.941
C 5.733 0.444 -4.041
C 4.701 -0.611 -3.632
O 4.382 -0.280 -2.299
C 4.972 0.894 -1.968
O 4.874 1.396 -0.897
O 5.907 1.207 -2.869
F 5.264 -1.855 -3.650
H 5.385 0.972 -4.930
H 6.689 -0.022 -4.278
H 3.807 -0.624 -4.253
C -2.106 -0.861 5.279
C -3.024 -0.759 6.511
O -3.479 0.585 6.468
C -3.288 1.071 5.227
O -3.688 2.142 4.889
O -2.510 0.267 4.517
F -2.361 -0.950 7.669
H -2.308 -1.772 4.725
H -1.056 -0.744 5.545
H -3.835 -1.480 6.445
C -1.386 -3.717 -0.868
C -2.387 -3.319 -1.955
O -3.564 -3.107 -1.169
C -3.439 -3.823 -0.010
O -4.324 -4.047 0.746
O -2.243 -4.423 0.014
F -2.656 -4.348 -2.817
H -1.041 -2.778 -0.428
H -0.569 -4.338 -1.220
H -2.149 -2.445 -2.553
C 3.480 4.184 -1.143
C 2.844 3.905 0.211
O 2.686 5.197 0.720
C 3.729 5.954 0.229
O 4.013 7.016 0.655
O 4.345 5.277 -0.747
F 3.702 3.214 1.028
H 2.806 4.679 -1.845
H 4.101 3.455 -1.643
H 1.979 3.246 0.140
C 2.317 -3.750 -4.498
C 1.396 -4.913 -4.158
O 0.690 -4.515 -3.031
C 1.307 -3.413 -2.513
O 0.804 -2.798 -1.631
O 2.396 -3.094 -3.251
F 2.199 -5.997 -3.836
H 1.919 -3.177 -5.339
H 3.279 -4.164 -4.796
H 0.721 -5.218 -4.956
C -0.148 5.036 -1.915
C -1.453 4.864 -2.668
O -1.189 3.826 -3.595
C -0.132 3.123 -3.161
O 0.426 2.224 -3.696
O 0.338 3.690 -2.018
F -1.791 5.956 -3.418
H -0.284 5.446 -0.923
H 0.558 5.625 -2.508
H -2.282 4.778 -1.965
C 1.765 0.527 -0.827
O 0.827 0.741 0.231
C -0.403 0.257 0.089
O -0.800 -0.320 -0.898
O -1.092 0.475 1.195
C -2.452 0.097 1.436
H 2.008 -0.530 -0.943
H 2.649 1.151 -0.774
H 1.269 0.740 -1.777
H -2.937 -0.283 0.538
H -2.910 0.912 1.977
H -2.450 -0.780 2.085